{"formula": "C55H64N2P2RbSi2", "method": "ωB97M-V/def2-TZVPD", "symbols": ["Rb", "C", "C", "P", "C", "C", "C", "C", "C", "C", "C", "C", "C", "C", "C", "C", "C", "P", "C", "C", "C", "C", "C", "C", "C", "C", "C", "C", "C", "C", "H", "H", "H", "H", "H", "H", "H", "H", "H", "H", "H", "H", "H", "H", "H", "H", "H", "H", "H", "H", "H", "H", "H", "H", "H", "H", "C", "Si", "C", "N", "C", "C", "C", "C", "C", "C", "C", "C", "C", "C", "C", "C", "C", "C", "C", "C", "C", "H", "H", "H", "H", "H", "H", "H", "H", "H", "H", "H", "H", "H", "H", "H", "H", "H", "H", "H", "H", "H", "H", "H", "H", "C", "Si", "C", "C", "N", "C", "C", "C", "C", "C", "C", "H", "H", "H", "H", "H", "H", "H", "H", "H", "H", "H", "H", "H", "H"], "coordinates": [[-0.088, 0.335, -0.334], [3.004, -3.212, -0.966], [2.778, -2.138, -2.031], [0.961, -1.930, -2.417], [0.820, -3.429, -3.486], [0.015, -4.483, -3.064], [-0.100, -5.641, -3.824], [0.587, -5.754, -5.021], [1.405, -4.715, -5.447], [1.526, -3.567, -4.682], [1.085, -0.636, -3.710], [0.161, -0.607, -4.755], [0.196, 0.398, -5.705], [1.151, 1.403, -5.625], [2.046, 1.411, -4.569], [2.007, 0.405, -3.613], [2.338, -2.886, 0.375], [2.824, -1.198, 1.011], [4.642, -1.491, 1.122], [5.496, -0.643, 0.422], [6.873, -0.815, 0.471], [7.413, -1.843, 1.229], [6.571, -2.696, 1.932], [5.198, -2.522, 1.880], [2.383, -1.410, 2.776], [3.108, -0.734, 3.756], [2.701, -0.758, 5.080], [1.562, -1.461, 5.446], [0.835, -2.137, 4.479], [1.238, -2.107, 3.153], [4.080, -3.330, -0.809], [2.626, -4.173, -1.330], [3.326, -2.381, -2.944], [3.150, -1.184, -1.651], [-0.543, -4.387, -2.141], [-0.739, -6.448, -3.487], [0.486, -6.647, -5.626], [1.946, -4.799, -6.382], [2.165, -2.762, -5.024], [-0.611, -1.365, -4.806], [-0.538, 0.411, -6.501], [1.182, 2.185, -6.373], [2.770, 2.211, -4.473], [2.714, 0.436, -2.790], [2.592, -3.646, 1.118], [1.252, -2.880, 0.251], [5.071, 0.166, -0.163], [7.525, -0.146, -0.075], [8.486, -1.977, 1.278], [6.991, -3.498, 2.527], [4.549, -3.184, 2.441], [3.991, -0.171, 3.478], [3.258, -0.206, 5.826], [1.237, -1.469, 6.478], [-0.068, -2.669, 4.753], [0.643, -2.618, 2.404], [0.706, 1.401, 2.349], [-0.190, 2.916, 2.738], [-2.057, 2.592, 2.433], [-2.346, 2.034, 1.110], [-2.321, 3.068, 0.061], [-3.538, 3.013, -0.858], [-4.809, 3.142, -0.019], [-4.864, 2.041, 1.064], [-3.564, 1.227, 1.072], [0.444, 4.376, 1.700], [-0.130, 5.647, 1.713], [0.382, 6.684, 0.944], [1.496, 6.471, 0.144], [2.086, 5.214, 0.117], [1.561, 4.184, 0.885], [-0.187, 3.538, 4.557], [0.596, 4.595, 5.027], [0.704, 4.880, 6.382], [0.025, 4.110, 7.316], [-0.757, 3.049, 6.877], [-0.852, 2.772, 5.522], [0.297, 0.564, 2.927], [1.782, 1.449, 2.545], [-2.680, 3.480, 2.650], [-2.333, 1.836, 3.176], [-1.406, 2.978, -0.534], [-2.292, 4.063, 0.525], [-3.545, 2.083, -1.431], [-3.474, 3.828, -1.581], [-5.690, 3.097, -0.663], [-4.810, 4.129, 0.454], [-5.702, 1.361, 0.887], [-5.019, 2.486, 2.050], [-3.533, 0.596, 0.180], [-3.554, 0.561, 1.938], [-1.000, 5.836, 2.337], [-0.088, 7.661, 0.966], [1.902, 7.281, -0.451], [2.956, 5.039, -0.507], [2.019, 3.200, 0.855], [1.134, 5.212, 4.313], [1.322, 5.707, 6.715], [0.108, 4.330, 8.373], [-1.287, 2.434, 7.595], [-1.449, 1.924, 5.203], [-2.494, -2.495, -0.565], [-3.072, -1.624, -2.153], [-4.909, -1.203, -1.840], [-3.168, -2.965, -3.512], [-1.988, -0.363, -2.405], [-2.115, 0.688, -3.249], [-3.088, 0.787, -4.279], [-3.221, 1.919, -5.062], [-2.382, 3.015, -4.888], [-1.392, 2.934, -3.915], [-1.246, 1.804, -3.135], [-3.161, -3.320, -0.295], [-2.476, -1.795, 0.277], [-1.486, -2.906, -0.685], [-5.517, -2.107, -1.749], [-5.322, -0.614, -2.664], [-5.037, -0.619, -0.924], [-3.620, -3.892, -3.146], [-2.172, -3.205, -3.888], [-3.765, -2.620, -4.361], [-3.751, -0.058, -4.433], [-3.997, 1.953, -5.821], [-2.503, 3.908, -5.488], [-0.717, 3.771, -3.768], [-0.457, 1.774, -2.391]], "mulliken_charge": [1.316, -1.553, -0.749, 0.732, 0.397, -0.201, -0.596, -0.573, -0.730, -0.341, 0.647, -0.641, -0.270, -0.722, -0.576, -0.859, -0.945, 0.335, 0.085, -0.320, -0.615, -0.394, -0.718, -0.117, 0.454, -0.312, -0.697, -0.533, -0.587, -0.529, 0.483, 0.502, 0.678, 0.239, 0.262, 0.433, 0.367, 0.427, 0.317, 0.034, 0.362, 0.365, 0.439, 0.253, 0.750, 0.399, 0.320, 0.397, 0.384, 0.387, 0.304, 0.460, 0.371, 0.371, 0.401, 0.252, -0.551, -0.678, -1.048, 0.925, -0.359, -0.068, -0.990, -0.885, -0.391, 0.550, 0.154, -0.744, -0.516, -0.578, -0.393, 0.550, -0.246, -0.620, -0.402, -0.743, -0.319, -0.059, 0.111, 0.260, 0.535, 0.027, 0.132, -0.362, 0.590, 0.440, 0.330, 0.513, 0.325, -0.397, 0.614, 0.452, 0.388, 0.354, 0.416, 0.226, 0.275, 0.374, 0.351, 0.381, 0.225, -0.836, 0.172, -1.088, -1.057, 0.947, -0.256, -0.024, -1.066, -0.983, -0.865, 1.074, 0.410, 0.199, 0.025, 0.443, 0.308, 0.158, 0.347, 0.130, 0.361, 0.197, 0.366, 0.365, 0.447, -0.267], "energy_ha": -3529.6105, "multiplicity": 1, "total_charge": -1}